Entry 1:
{
  "formula": "C48H47BrIN2O23",
  "method": "wB97M-V/def2-TZVPD",
  "fmax_ev_per_a": 0.7,
  "lumo_ev": -3.86,
  "charge": 1,
  "species": ["O", "C", "O", "H", "H", "C", "C", "C", "C", "C", "C", "C", "N", "O", "H", "H", "C", "C", "H", "H", "C", "H", "O", "C", "C", "O", "C", "C", "O", "H", "C", "C", "C", "C", "C", "O", "C", "C", "H", "O", "C", "C", "H", "H", "O", "C", "H", "H", "C", "H", "H", "H", "H", "H", "H", "C", "C", "C", "H", "C", "C", "C", "C", "O", "H", "H", "O", "C", "H", "H", "C", "C", "C", "C", "O", "C", "H", "O", "O", "I", "H", "C", "O", "C", "H", "H", "H", "H", "H", "H", "N", "O", "H", "O", "O", "C", "C", "H", "H", "C", "C", "H", "H", "C", "H", "O", "H", "C", "O", "O", "H", "H", "H", "O", "H", "H", "C", "Br", "O", "H", "H", "H"],
  "positions_angstrom": [[10.38440, -1.94100, 6.16943], [10.24519, -2.45841, 9.68688], [3.29553, -3.45319, -6.97190], [11.81281, -4.16077, 6.40603], [-5.83442, -1.04555, -2.75524], [-6.85803, 0.33371, -1.55752], [3.25166, -1.53793, -3.31424], [-7.28076, 6.87399, -1.66003], [6.40362, -1.14409, 5.58889], [1.99003, -2.18476, -3.83657], [-1.42821, -0.50746, -3.29899], [5.82206, -3.02324, 4.03849], [-2.92562, 2.75597, 0.17530], [-5.28584, -0.89049, -7.68164], [-2.16265, -0.92688, -3.99409], [-7.89003, 0.48268, 0.03547], [4.44228, -2.25804, -5.26152], [-7.32544, 9.58634, -0.80132], [4.80838, 0.24521, 6.11358], [-1.63467, 3.69416, 1.71447], [-1.80570, -0.87316, -1.83077], [12.21397, -5.57356, 9.69346], [-6.95673, 0.54090, -0.21778], [-2.74752, -2.08678, -1.81869], [-3.48163, 1.03518, -1.41944], [11.20433, -4.29968, 10.81722], [-0.98772, 2.85659, 1.45929], [-2.29056, 0.37910, -1.11609], [-6.01754, 10.11689, -2.71237], [-8.55266, 8.92583, 0.87508], [-2.04006, -2.29334, -7.55544], [-4.37645, -2.16465, -5.96374], [-3.06117, -1.59399, -8.07181], [-3.73381, 2.25285, -0.72832], [-0.12036, 0.35039, 0.22049], [3.56004, -3.03938, 3.37183], [10.99511, -3.69013, 9.78530], [10.08283, -1.89538, 8.48017], [-3.55208, -1.96163, -2.54928], [-7.25469, 10.76971, -0.53419], [-3.35625, -2.86645, -5.44822], [11.40795, -3.73291, 7.31202], [4.23139, -3.34068, -7.23650], [2.43372, -1.57897, 4.12795], [5.42784, -2.36762, -5.96157], [5.04431, -0.63845, 5.53774], [0.22005, 3.47835, -0.26994], [1.18290, 2.93130, 1.12046], [4.47147, -2.52783, 4.00747], [-1.39939, 0.56975, -3.47204], [-2.13616, -2.90935, -2.21077], [-1.49433, 1.98954, 4.80224], [-0.88193, -1.22696, -1.37326], [-3.44641, -1.68424, 0.22066], [-0.47046, -0.95852, -3.56141], [-3.27910, -2.53456, -0.45033], [-6.61141, 9.13785, -2.06242], [-4.45216, 0.55949, -2.46435], [2.09315, -1.18068, -1.96083], [0.27720, 3.46405, 0.81950], [11.58144, -4.29084, 8.52161], [3.16186, -2.88305, -5.79189], [-5.57336, -0.36578, -1.94081], [-7.70488, 0.65411, -2.33053], [-6.08589, -1.45334, -5.96631], [-8.47163, 5.52594, -0.29233], [-5.53633, -1.98685, -5.35473], [-8.03192, 8.59818, -0.01332], [-2.52355, 2.87919, 3.68935], [0.31708, 1.95941, 2.95562], [-2.13204, -2.97994, -6.20929], [-2.40136, -3.59990, 0.23010], [6.74853, -2.38003, 4.77257], [-0.32615, -0.84879, 1.13206], [-7.31596, 5.67621, -1.91470], [-1.48142, 2.67603, 3.95657], [9.84489, -2.02611, 10.59266], [8.00206, -2.77001, 4.82650], [7.28104, -0.63153, 6.25795], [-5.37196, 3.48725, -1.10828], [-1.14079, 1.04486, 2.64073], [-0.75553, 2.06006, 2.76005], [2.86363, -0.91202, 4.69876], [-4.29215, -1.49074, -7.31851], [-6.19031, 10.93467, -2.20155], [9.45902, -0.58500, 7.31226], [-2.81263, -4.60052, 0.08389], [5.31822, -1.11201, -3.61624], [8.52456, -2.15465, 5.38337], [-1.37191, -3.57985, -0.13783], [-1.80337, 2.10560, 0.45034], [9.42423, -0.77107, 8.27047], [-3.40757, -3.35326, -4.48416], [1.00315, -2.07572, -3.11436], [-1.36613, -1.21882, 1.54406], [4.41012, -1.57058, -3.98042], [2.00497, -2.84415, -5.10847], [-1.03470, 3.62738, 4.25265], [-3.00498, -1.10187, -9.03237], [-8.01745, 7.32063, -0.41614], [10.64127, -2.51963, 7.21762], [-5.23877, -0.96124, -1.09295], [-0.32517, -3.01074, -7.58592], [-6.59465, 7.85401, -2.45923], [6.05577, -3.90271, 3.45559], [-8.63322, 6.33819, 0.22479], [-3.92064, 0.04479, -3.26373], [4.13453, -1.28529, 4.80039], [-1.14511, -3.58492, -5.82636], [-0.87472, -2.44666, -8.16272], [0.39583, 0.03738, -0.69008], [-4.91497, 1.43212, -2.93268], [-6.08652, 7.52612, -3.35491], [12.25822, -5.40169, 8.73002], [-4.26781, -2.97348, -0.61989], [0.53465, 1.03422, 0.75215], [-1.44122, 0.96651, -0.14887], [1.31338, -1.71596, 1.61200], [3.02850, -0.95098, -2.14640], [0.39547, 4.48595, 1.18338], [-2.35082, -3.43903, 1.30943], [1.07487, -3.26914, -5.45768]],
  "forces_ev_per_a": [[-0.059, 0.000, -0.017], [0.000, -0.024, 0.113], [-0.056, 0.019, 0.058], [0.007, -0.018, 0.016], [-0.043, 0.064, 0.071], [0.335, 0.037, 0.318], [-0.228, -0.013, 0.070], [0.058, 0.079, -0.110], [-0.043, 0.115, 0.108], [0.130, -0.133, -0.301], [-0.233, -0.124, -0.131], [-0.063, -0.051, -0.041], [0.077, -0.274, -0.127], [-0.011, -0.005, 0.067], [0.019, 0.097, 0.092], [-0.026, 0.515, -0.096], [0.075, 0.124, 0.167], [-0.080, -0.058, 0.103], [-0.004, -0.010, 0.007], [-0.155, -0.208, -0.229], [-0.032, 0.116, -0.633], [-0.027, 0.032, 0.021], [0.048, -0.731, 0.133], [0.091, -0.275, 0.043], [0.041, 0.208, 0.077], [0.036, -0.042, -0.008], [0.494, 0.407, 0.314], [0.033, -0.129, 0.216], [0.032, -0.021, -0.036], [-0.006, -0.021, 0.002], [0.000, -0.048, -0.015], [0.045, -0.050, -0.032], [-0.062, 0.076, -0.045], [0.056, -0.110, 0.061], [-0.123, -0.003, 0.014], [-0.047, 0.155, 0.025], [-0.083, 0.141, 0.040], [0.017, 0.052, -0.071], [0.026, 0.161, 0.190], [0.019, 0.015, -0.037], [-0.021, -0.043, 0.079], [0.035, 0.033, -0.131], [0.038, 0.019, 0.029], [0.028, -0.046, 0.017], [-0.058, -0.032, -0.044], [0.008, 0.039, 0.008], [-0.011, 0.125, 0.057], [-0.073, -0.012, -0.133], [0.120, -0.124, -0.039], [0.117, 0.005, 0.039], [-0.108, 0.073, -0.123], [0.148, 0.113, 0.029], [-0.167, 0.114, 0.156], [0.114, -0.035, -0.124], [-0.359, 0.303, 0.061], [-0.244, -0.260, -0.108], [0.007, 0.019, -0.019], [-0.093, 0.117, -0.232], [-0.031, 0.022, 0.115], [0.077, -0.186, 0.228], [0.012, -0.024, 0.000], [0.054, -0.030, -0.083], [0.119, -0.141, 0.038], [-0.425, 0.030, -0.340], [-0.013, 0.019, -0.060], [0.004, 0.017, -0.045], [-0.013, 0.023, 0.145], [-0.009, 0.086, 0.066], [0.065, -0.059, 0.057], [-0.095, 0.074, -0.001], [-0.036, 0.020, 0.112], [-0.092, 0.132, 0.370], [-0.046, 0.107, -0.020], [0.400, 0.083, -0.224], [0.018, -0.083, 0.126], [-0.160, 0.135, -0.225], [-0.013, 0.016, -0.015], [0.088, 0.051, 0.071], [0.078, -0.188, -0.236], [0.079, 0.083, -0.115], [0.011, 0.042, -0.029], [-0.143, -0.342, -0.010], [-0.025, 0.051, 0.011], [0.083, 0.035, -0.120], [-0.025, -0.009, 0.036], [-0.135, -0.064, -0.036], [0.165, 0.058, -0.184], [-0.004, -0.009, 0.006], [0.027, -0.045, -0.034], [-0.044, -0.043, -0.033], [-0.260, 0.008, -0.144], [0.074, 0.045, 0.224], [-0.022, -0.044, -0.045], [0.289, -0.308, 0.162], [-0.383, 0.073, 0.238], [0.091, -0.006, -0.069], [-0.259, 0.022, 0.102], [0.027, -0.106, 0.072], [0.018, -0.020, -0.007], [-0.033, 0.000, -0.015], [0.008, -0.110, -0.009], [0.059, 0.044, -0.065], [-0.024, -0.020, 0.006], [0.035, -0.111, -0.063], [0.040, -0.003, 0.021], [-0.005, 0.006, 0.057], [0.066, -0.007, 0.194], [-0.045, -0.009, 0.055], [0.014, 0.036, -0.080], [0.003, 0.023, -0.017], [0.101, 0.047, 0.209], [0.061, -0.053, 0.009], [0.001, 0.026, -0.005], [0.021, -0.035, -0.042], [0.044, 0.067, 0.100], [0.007, 0.031, -0.092], [-0.132, 0.277, 0.068], [0.106, -0.088, -0.106], [0.399, 0.116, 0.097], [-0.036, -0.055, -0.134], [-0.041, -0.060, -0.137], [0.066, -0.119, -0.073]]
}

***

Entry 2:
{
  "formula": "C10H21ClCrNO2P2Se",
  "method": "wB97M-V/def2-TZVPD",
  "fmax_ev_per_a": 5.3,
  "lumo_ev": [-7.19, -9.87],
  "charge": 2,
  "multiplicity": 4,
  "s_squared": 3.800,
  "species": ["H", "C", "N", "H", "H", "C", "H", "C", "H", "C", "Cl", "O", "C", "H", "H", "H", "C", "H", "H", "O", "H", "H", "H", "P", "Cr", "H", "H", "H", "H", "H", "C", "P", "H", "H", "C", "C", "Se", "C", "H"],
  "positions_angstrom": [[0.02210, -3.98709, -0.77112], [0.94675, 3.41091, 1.28999], [-0.10778, -0.13665, 2.12564], [-1.69766, -2.50800, 2.50190], [-0.29976, -1.16676, -4.87546], [1.24264, -3.12085, 1.66741], [1.09228, -4.18499, 1.43088], [0.15194, -0.21215, -4.64236], [0.87457, 3.39896, 2.38934], [0.10027, -2.90480, -0.86396], [-0.86496, -0.22515, -2.06560], [3.19755, 0.23418, 0.96310], [-1.56618, -2.81617, 1.45728], [-0.20073, 3.94388, -1.16680], [1.98264, 3.17441, 0.99623], [-0.51764, 0.59554, -4.89750], [0.60561, -0.13013, -3.20714], [-1.94263, 3.89575, 1.06367], [0.58801, 2.41958, -1.74350], [1.70890, 0.02515, -2.78068], [1.05420, -0.11856, -5.21546], [-2.40145, -2.43883, 0.86066], [-2.63271, 2.31687, 0.62493], [-0.01326, -2.27248, 0.77433], [0.21163, -0.00199, 0.22031], [-1.91970, 2.57091, 2.25113], [1.15408, -2.98483, 2.75311], [-0.73448, -2.51656, -1.44725], [-1.19920, 2.52712, -1.64014], [0.70462, 4.43050, 0.93925], [-0.30432, -0.09437, 3.29930], [-0.22850, 2.31255, 0.52751], [2.25004, -2.82205, 1.34641], [-1.57298, -3.90945, 1.41379], [-0.25552, 2.84440, -1.18501], [-1.82650, 2.80930, 1.18176], [-0.68536, 0.11534, 4.99783], [2.04833, 0.12045, 0.75642], [1.03516, -2.59391, -1.33020]],
  "forces_ev_per_a": [[0.187, -0.213, -0.486], [0.640, 0.653, 0.478], [-0.460, 0.803, 2.421], [0.080, -0.045, -0.283], [-0.299, -0.218, 0.164], [0.756, -0.660, 0.636], [0.240, 0.144, 0.260], [0.522, -0.088, 0.629], [0.059, -0.056, -0.382], [-0.430, -0.945, -0.677], [-0.137, 0.395, 0.319], [-4.800, -0.518, -0.527], [-0.493, -0.303, 0.126], [0.003, -0.298, -0.410], [-0.403, 0.090, 0.101], [-0.339, 0.195, 0.118], [2.162, 0.462, -0.979], [0.010, -0.225, 0.035], [-0.145, 0.289, 0.100], [-2.445, -0.406, 0.007], [0.431, 0.079, -0.396], [0.046, -0.045, 0.101], [0.122, 0.064, 0.180], [0.090, 0.846, -0.300], [-0.510, 0.000, 1.393], [0.020, 0.016, -0.326], [0.043, -0.018, -0.271], [0.141, -0.486, 0.045], [0.212, 0.164, -0.028], [0.182, -0.323, 0.251], [0.168, -0.022, -2.069], [0.017, -0.403, -0.467], [-0.293, -0.108, 0.072], [-0.154, 0.040, 0.073], [-0.159, 0.709, -0.339], [-0.445, 0.175, 0.222], [0.037, -0.097, 0.263], [5.279, 0.568, -0.049], [0.064, -0.218, -0.006]]
}

***

Entry 3:
{
  "formula": "C4H7NO4",
  "method": "wB97M-V/def2-TZVPD",
  "fmax_ev_per_a": 2.1,
  "lumo_ev": 0.41,
  "smiles": "N[C@@H](CC(=O)O)C(=O)O",
  "species": ["H", "O", "C", "N", "H", "C", "C", "H", "O", "H", "O", "H", "H", "C", "O", "H"],
  "positions_angstrom": [[1.50521, 1.53721, -0.98031], [2.14613, -1.55743, -0.14364], [-1.91167, -0.24051, -0.14819], [1.71693, 1.09966, -0.03922], [0.37302, 0.14597, 1.38608], [-0.68081, 0.64113, -0.45719], [0.83397, -1.21657, -0.06479], [-0.88175, 1.64772, -0.14596], [-1.99823, -0.45882, 1.19129], [2.68597, -0.70767, -0.12883], [-0.07862, -2.00839, -0.22144], [-2.73592, -1.05062, 1.32345], [-0.43537, 0.60286, -1.50627], [0.56577, 0.23021, 0.26772], [-2.77721, -0.50600, -0.96525], [1.67257, 1.84126, 0.63257]],
  "forces_ev_per_a": [[0.618, -0.557, 1.431], [-0.257, 0.933, -0.063], [-0.637, 1.069, -1.114], [-1.001, -0.030, -1.270], [0.346, 0.590, -1.160], [-0.581, -0.885, 0.494], [0.261, -1.203, -0.502], [-0.513, 0.647, -0.062], [0.319, 0.182, -0.796], [-0.961, -0.980, 0.119], [1.532, 0.677, 0.164], [-0.611, -0.380, 0.169], [-0.441, 0.078, -0.531], [0.173, -0.751, 1.377], [1.384, 0.022, 1.543], [0.370, 0.588, 0.200]]
}